[1]
A molecular structure, C37H29BCrF3NO5 in a non-equilibrium geometry, computed with ωB97M-V/def2-TZVPD.

Results
E_HOMO (alpha / beta): -15.793 / -15.959 eV

Geometry as ORCA input:
```
! wB97M-V def2-TZVPD RIJCOSX def2/J DEFGRID3
* xyz 3 4
O 5.161 -0.291 0.744
C 5.130 -0.352 -0.415
Cr 5.217 -0.695 -2.286
C 4.199 -2.228 -1.873
O 3.738 -3.249 -1.549
C 6.678 -1.860 -1.859
O 7.468 -2.607 -1.452
C 6.381 0.412 -3.773
C 5.825 1.334 -2.880
C 4.463 1.290 -2.584
C 3.617 0.339 -3.197
C 2.309 0.071 -2.612
C 1.220 -0.141 -2.086
C -0.088 -0.457 -1.677
C -0.462 -1.858 -1.788
C 0.385 -2.696 -2.557
C 0.027 -3.992 -2.891
C -1.185 -4.519 -2.423
C -1.993 -3.747 -1.581
C -1.617 -2.453 -1.236
C -1.041 0.631 -1.691
C -0.635 1.849 -2.297
C -1.498 2.929 -2.403
C -2.786 2.849 -1.858
C -3.187 1.680 -1.191
C -2.332 0.586 -1.120
C 4.187 -0.548 -4.149
C 5.551 -0.506 -4.434
H 7.454 0.415 -3.971
H 6.456 2.067 -2.381
H 4.017 1.953 -1.841
H 1.311 -2.265 -2.948
H 0.694 -4.561 -3.534
H -1.458 -5.539 -2.666
H -2.933 -4.146 -1.193
H -2.224 -1.908 -0.518
H 0.372 1.907 -2.726
H -1.150 3.820 -2.925
H -3.440 3.712 -1.898
H -4.175 1.604 -0.736
H -2.664 -0.292 -0.580
H 3.537 -1.289 -4.621
H 5.978 -1.217 -5.146
C -3.915 3.066 4.874
C -3.721 3.180 3.376
C -5.003 2.818 2.659
C -3.252 4.580 3.013
O -2.609 2.298 2.866
C -2.718 0.984 3.112
N -1.714 0.249 2.444
C -0.771 0.687 1.515
C 0.066 -0.360 1.142
B 1.765 -0.206 0.880
F 2.160 -0.228 2.206
F 2.171 -1.322 0.154
F 1.986 1.006 0.244
C -0.366 -1.520 1.920
C -1.496 -1.128 2.681
C -2.074 -1.916 3.649
C -1.523 -3.185 3.870
C -0.379 -3.592 3.159
C 0.202 -2.766 2.186
O -3.560 0.446 3.816
H -2.985 3.283 5.415
H -4.670 3.800 5.199
H -4.275 2.069 5.147
H -4.844 2.844 1.573
H -5.314 1.815 2.973
H -5.810 3.525 2.907
H -3.046 4.658 1.936
H -4.012 5.332 3.269
H -2.333 4.829 3.562
H -0.748 1.722 1.209
H -2.951 -1.551 4.172
H -1.975 -3.853 4.606
H 0.076 -4.563 3.390
H 1.131 -3.030 1.679
*
```

[2]
A molecular structure, C37H29IrN4O8S2 in a non-equilibrium geometry, computed with ωB97M-V/def2-TZVPD.

Results
E_HOMO (alpha / beta): -11.179 / -11.179 eV
ΔE to the lowest compared entry with this formula, charge and spin: 0.000 eV

Geometry as ORCA input:
```
! wB97M-V def2-TZVPD RIJCOSX def2/J DEFGRID3
* xyz 1 2
Ir 0.543 0.671 0.793
O 1.362 -4.026 -0.681
C 1.117 -2.749 -0.369
O 1.664 -1.826 -0.911
C 0.058 -2.621 0.683
C -0.588 -3.751 1.156
C -1.660 -3.607 2.027
C -2.095 -2.334 2.331
C -1.400 -1.253 1.808
N -0.304 -1.382 1.056
C -1.988 0.141 1.948
O -3.008 0.296 2.575
O -1.358 1.077 1.292
H 1.999 -4.030 -1.413
H -0.263 -4.725 0.826
H -2.170 -4.478 2.417
H -2.966 -2.134 2.937
C -1.549 -1.990 -3.645
C -0.349 -1.392 -4.007
C 0.218 -0.421 -3.199
C -0.424 -0.069 -2.023
C -1.630 -0.642 -1.655
C -2.194 -1.606 -2.477
N 0.162 0.926 -1.163
N 0.468 1.996 -1.729
C 0.989 2.945 -0.843
C 1.347 4.192 -1.340
C 1.818 5.147 -0.457
C 1.911 4.835 0.895
C 1.546 3.579 1.376
C 1.075 2.594 0.515
H -1.992 -2.744 -4.282
H 0.146 -1.681 -4.925
H 1.156 0.051 -3.458
H -2.138 -0.302 -0.763
H -3.147 -2.045 -2.211
H 1.243 4.394 -2.398
H 2.099 6.129 -0.809
H 2.265 5.585 1.591
H 1.637 3.418 2.447
O 2.656 0.445 0.701
S 3.593 -0.761 0.795
C 4.431 -0.771 -0.773
C 4.267 0.293 -1.644
C 4.934 0.258 -2.860
C 5.744 -0.823 -3.182
C 5.889 -1.884 -2.297
C 5.221 -1.867 -1.083
C 4.870 -0.140 1.865
C 5.432 -1.021 2.776
C 6.425 -0.561 3.632
C 6.826 0.765 3.573
C 6.244 1.641 2.660
C 5.262 1.192 1.795
H 3.617 1.118 -1.380
H 4.820 1.077 -3.557
H 6.262 -0.842 -4.131
H 6.515 -2.726 -2.556
H 5.320 -2.692 -0.387
H 5.100 -2.052 2.818
H 6.877 -1.235 4.346
H 7.595 1.123 4.243
H 6.564 2.673 2.622
H 4.798 1.860 1.079
N 1.100 0.648 2.932
C 0.189 0.875 4.030
C -0.557 2.042 4.078
C -1.450 2.229 5.119
C -1.578 1.251 6.093
C -0.833 0.082 6.047
C 0.057 -0.105 5.005
S -2.691 1.507 7.433
O -1.868 1.766 8.644
O -3.228 0.196 7.823
O -3.606 2.534 7.075
H 1.806 -0.042 3.171
H 1.618 1.510 2.760
H -0.477 2.777 3.289
H -2.063 3.117 5.163
H -0.956 -0.673 6.812
H 0.644 -1.014 4.948
*
```

[3]
A molecular structure, C37H29N12ORe in a non-equilibrium geometry, computed with ωB97M-V/def2-TZVPD.

Results
E_HOMO (alpha / beta): -14.843 / -15.443 eV
ΔE to the lowest compared entry with this formula, charge and spin: 0.137 eV

Geometry as ORCA input:
```
! wB97M-V def2-TZVPD RIJCOSX def2/J DEFGRID3
* xyz 3 4
Re 0.664 0.762 1.592
C -0.401 -2.327 5.921
C -1.215 -2.289 4.790
C -1.172 -1.269 3.848
C -0.272 -0.218 4.159
C 0.552 -0.221 5.299
C 0.506 -1.305 6.174
N -0.113 0.989 3.371
C -0.253 2.218 3.980
C -0.685 2.561 5.294
C -0.794 3.951 5.596
C -0.470 4.928 4.673
C 0.122 4.589 3.435
C 0.216 3.243 3.060
N 0.740 2.740 1.867
N 1.298 3.574 0.971
C 2.028 2.905 0.120
C 2.539 3.614 -1.054
C 3.189 2.822 -2.016
C 3.225 1.403 -1.841
C 2.742 0.893 -0.678
N 2.036 1.577 0.254
H -0.635 -3.129 6.674
H -2.079 -2.964 4.684
H -1.764 -1.257 2.902
H 1.210 0.676 5.475
H 1.194 -1.267 6.991
H -0.835 1.665 5.910
H -1.329 4.256 6.503
H -0.813 5.978 4.780
H 0.531 5.311 2.790
H 2.314 4.654 -1.111
H 3.673 3.262 -2.878
H 3.590 0.751 -2.593
H 3.051 -0.078 -0.346
C -4.371 0.579 -1.013
N -3.089 0.990 -0.529
C -2.220 0.479 0.381
N -1.010 1.110 0.321
C -1.267 2.113 -0.595
N -2.440 2.053 -1.152
C -4.235 0.199 -2.466
C -5.159 0.684 -3.442
C -4.923 0.482 -4.824
C -3.754 -0.209 -5.241
C -2.798 -0.580 -4.273
C -3.032 -0.445 -2.931
C -1.518 -1.072 -4.761
N -1.036 -1.041 -5.966
N 0.204 -1.606 -5.926
C 0.537 -1.860 -4.701
O -0.550 -1.472 -3.837
C 1.734 -2.424 -4.116
C 3.027 -2.437 -4.692
C 4.110 -2.932 -3.913
C 3.913 -3.427 -2.662
C 2.608 -3.498 -2.124
C 2.359 -4.104 -0.750
N 1.944 -3.042 0.240
C 1.104 -2.001 0.021
N 0.998 -1.332 1.174
C 1.698 -2.052 2.095
N 2.269 -3.095 1.566
C 1.563 -2.978 -2.812
H -5.073 1.362 -0.850
H -4.616 -0.214 -0.315
H -2.416 -0.429 0.928
H -0.451 2.808 -0.911
H -6.038 1.210 -3.114
H -5.541 1.020 -5.548
H -3.597 -0.432 -6.329
H -2.321 -0.827 -2.185
H 3.221 -2.038 -5.665
H 5.134 -2.892 -4.287
H 4.694 -3.797 -1.986
H 3.210 -4.657 -0.311
H 1.526 -4.833 -0.863
H 0.695 -1.681 -0.923
H 1.734 -1.641 3.107
H 0.582 -3.042 -2.416
*
```

[4]
2 unconnected molecules or ions with the total composition C37H29N3O2 in a non-equilibrium geometry, computed with ωB97M-V/def2-TZVPD.

Results
E_HOMO: -5.783 eV

Geometry as ORCA input:
```
! wB97M-V def2-TZVPD RIJCOSX def2/J DEFGRID3
* xyz 0 1
N -0.057 0.430 3.292
O -1.043 1.124 3.520
O 1.123 0.749 3.416
C 1.934 -8.187 -3.320
C 2.774 -7.065 -3.298
C 2.236 -5.807 -3.026
C 0.866 -5.665 -2.773
N 0.365 -4.373 -2.424
C -0.344 -3.621 -3.408
C -1.678 -3.907 -3.697
C -2.361 -3.159 -4.663
C -1.704 -2.121 -5.337
C -0.361 -1.840 -5.054
C 0.316 -2.594 -4.093
C 0.126 -4.113 -1.048
C 0.945 -3.203 -0.357
C 0.734 -2.952 0.988
C -0.324 -3.584 1.722
C -0.539 -3.227 3.086
C -1.674 -3.480 3.905
C -1.580 -3.309 5.330
C -2.631 -3.613 6.178
C -3.857 -4.066 5.649
N -4.922 -4.369 6.504
C -6.261 -4.119 6.067
C -6.949 -5.059 5.303
C -8.214 -4.748 4.792
C -8.801 -3.511 5.081
C -8.129 -2.588 5.893
C -6.860 -2.894 6.385
C -4.716 -5.240 7.613
C -4.647 -4.730 8.913
C -4.461 -5.595 9.996
C -4.366 -6.975 9.780
C -4.460 -7.488 8.480
C -4.629 -6.620 7.400
C -4.004 -4.169 4.257
C -2.953 -3.872 3.402
C -1.076 -4.569 1.008
C -0.879 -4.786 -0.351
C 0.026 -6.773 -2.824
C 0.561 -8.039 -3.088
H 2.351 -9.176 -3.523
H 3.845 -7.164 -3.492
H 2.848 -4.906 -3.002
H -2.158 -4.725 -3.160
H -3.404 -3.395 -4.883
H -2.239 -1.534 -6.088
H 0.163 -1.038 -5.579
H 1.362 -2.416 -3.847
H 1.747 -2.722 -0.924
H 1.371 -2.240 1.518
H 0.279 -2.692 3.571
H -0.639 -2.934 5.741
H -2.564 -3.482 7.262
H -6.465 -6.012 5.090
H -8.726 -5.479 4.161
H -9.785 -3.265 4.673
H -8.585 -1.626 6.140
H -6.302 -2.200 7.014
H -4.735 -3.652 9.048
H -4.390 -5.184 11.006
H -4.220 -7.654 10.623
H -4.402 -8.564 8.295
H -4.709 -6.990 6.377
H -4.957 -4.513 3.859
H -3.127 -3.935 2.331
H -1.825 -5.169 1.522
H -1.509 -5.484 -0.906
H -1.039 -6.624 -2.650
H -0.106 -8.904 -3.111
*
```

[5]
A molecular structure, C37H29N4O2PSW, computed with ωB97M-V/def2-TZVPD.

Results
E_HOMO (alpha / beta): -13.089 / -13.275 eV
ΔE to the lowest compared entry with this formula, charge and spin: 1.698 eV

Geometry as ORCA input:
```
! wB97M-V def2-TZVPD RIJCOSX def2/J DEFGRID3
* xyz 2 3
W 0.920 -0.118 0.855
C 1.779 1.317 -3.416
C 1.964 1.110 -2.042
N 1.329 0.170 -1.365
C 0.476 -0.658 -2.052
C 0.173 -0.470 -3.410
C 0.867 0.552 -4.094
C -0.772 -1.337 -4.006
C -1.346 -2.336 -3.272
C -0.995 -2.555 -1.923
C -0.072 -1.740 -1.317
N 0.477 -1.863 -0.024
C 1.314 -2.960 0.264
C 1.074 -4.286 0.012
C 2.056 -5.255 0.308
C 3.264 -4.915 0.847
C 3.550 -3.557 1.126
C 4.762 -3.094 1.683
C 4.940 -1.755 1.921
C 3.905 -0.864 1.611
N 2.761 -1.267 1.086
C 2.563 -2.599 0.839
H 2.347 2.094 -3.907
H 2.642 1.748 -1.485
H 0.676 0.717 -5.147
H -1.026 -1.200 -5.049
H -2.070 -2.995 -3.732
H -1.446 -3.374 -1.379
H 0.138 -4.606 -0.422
H 1.835 -6.292 0.096
H 4.008 -5.668 1.068
H 5.544 -3.803 1.919
H 5.855 -1.373 2.348
H 4.009 0.197 1.808
O -0.679 1.870 3.983
C -0.490 1.729 2.809
O 0.655 1.223 2.321
C -1.528 2.072 1.739
P -0.690 1.762 0.157
C 0.192 3.320 -0.119
C -0.546 4.450 -0.482
C 0.074 5.679 -0.626
C 1.436 5.801 -0.404
C 2.180 4.692 -0.023
C 1.560 3.462 0.119
C -1.881 1.542 -1.174
C -2.855 0.555 -1.008
C -3.747 0.276 -2.027
C -3.665 0.972 -3.228
C -2.688 1.938 -3.406
C -1.791 2.222 -2.385
H -1.833 3.114 1.845
H -2.411 1.447 1.876
H -1.614 4.376 -0.647
H -0.510 6.546 -0.904
H 1.916 6.764 -0.511
H 3.238 4.792 0.177
H 2.156 2.634 0.489
H -2.922 0.005 -0.074
H -4.509 -0.479 -1.889
H -4.369 0.761 -4.023
H -2.627 2.482 -4.340
H -1.031 2.976 -2.537
S 0.583 -1.556 2.977
C -1.099 -1.402 3.310
N -1.457 -1.221 4.602
C -2.726 -1.123 5.037
C -3.760 -1.221 4.147
C -3.452 -1.433 2.800
C -2.141 -1.527 2.382
H -0.702 -1.080 5.264
H -2.852 -0.961 6.097
H -4.779 -1.148 4.493
H -4.255 -1.540 2.082
H -1.885 -1.740 1.353
*
```

[6]
A molecular structure, C37H29N5O3Pd, computed with ωB97M-V/def2-TZVPD.

Results
E_HOMO (alpha / beta): 0.671 / 0.672 eV

Geometry as ORCA input:
```
! wB97M-V def2-TZVPD RIJCOSX def2/J DEFGRID3
* xyz -2 1
Pd -0.040 1.627 -0.096
C -4.234 2.822 0.370
O -3.428 3.987 0.083
C -2.164 3.517 -0.017
N -2.027 2.240 -0.053
C -3.343 1.620 -0.014
C -3.484 0.457 0.937
C -2.559 0.229 1.948
C -2.725 -0.854 2.799
C -3.807 -1.712 2.651
C -4.739 -1.479 1.647
C -4.574 -0.397 0.795
C -0.969 4.360 -0.127
C -0.928 5.721 -0.225
C 0.386 6.329 -0.422
C 1.493 5.545 -0.528
C 1.415 4.124 -0.425
N 0.119 3.572 -0.171
C 2.334 3.132 -0.549
N 1.964 1.820 -0.485
C 3.140 0.996 -0.503
C 4.272 2.009 -0.810
O 3.691 3.307 -0.747
C 3.109 -0.139 -1.508
C 4.156 -1.058 -1.527
C 4.170 -2.107 -2.434
C 3.119 -2.261 -3.329
C 2.067 -1.356 -3.307
C 2.063 -0.298 -2.407
H -5.157 2.891 -0.203
H -4.464 2.811 1.437
H -3.586 1.259 -1.020
H -1.693 0.874 2.080
H -1.986 -1.023 3.573
H -3.918 -2.569 3.306
H -5.579 -2.151 1.514
H -5.286 -0.230 -0.009
H -1.832 6.310 -0.161
H 0.472 7.406 -0.507
H 2.464 5.999 -0.700
H 3.315 0.538 0.480
H 4.691 1.850 -1.809
H 5.079 1.956 -0.074
H 4.958 -0.961 -0.802
H 4.988 -2.819 -2.424
H 3.112 -3.093 -4.025
H 1.229 -1.484 -3.983
H 1.234 0.397 -2.359
N -0.579 -0.324 -0.311
C -0.170 -1.497 -0.142
C 1.098 -1.914 0.558
C 1.819 -3.042 0.163
C 3.004 -3.386 0.797
C 3.478 -2.612 1.849
C 2.763 -1.490 2.249
C 1.585 -1.134 1.606
C -1.071 -2.621 -0.620
C -1.867 -2.408 -1.744
C -2.783 -3.359 -2.165
C -2.936 -4.546 -1.457
C -2.157 -4.768 -0.331
C -1.227 -3.818 0.076
H 1.459 -3.643 -0.665
H 3.564 -4.253 0.461
H 4.400 -2.882 2.353
H 3.117 -0.874 3.068
H 1.041 -0.245 1.918
H -1.761 -1.455 -2.250
H -3.391 -3.169 -3.043
H -3.663 -5.285 -1.775
H -2.279 -5.680 0.242
H -0.627 -3.996 0.961
O 0.199 1.606 5.322
C 0.221 1.563 4.102
N 0.245 1.519 2.918
*
```